Computed, not measured: a structure of composition C25H46Cl4CuNO8 at a distorted geometry, with ωB97M-V with the def2-TZVPD basis set.

Last column: Löwdin spin population.
Geometry (Å):
Cu  -0.0870  -1.8273  -2.3309  0.296
C  3.8540  -3.0484  4.6267  0.000
C  2.4533  -2.4387  4.3662  0.000
C  1.5420  -3.4341  3.6429  0.000
C  0.3346  -2.7561  3.0553  0.000
N  -0.6377  -3.7196  2.4149  0.000
C  -1.7903  -2.9307  1.7894  0.000
C  -2.9715  -3.9110  1.7076  0.000
C  -2.7363  -4.9150  2.8241  0.000
C  -1.3624  -4.5959  3.4201  0.000
C  -0.0206  -4.5757  1.3370  0.000
H  3.7839  -4.0890  4.9528  0.000
H  4.3319  -2.5421  5.4648  0.000
H  4.4759  -2.9824  3.7378  0.000
H  2.6652  -1.5985  3.6967  0.000
H  2.0433  -2.0299  5.2876  0.000
H  1.2537  -4.1578  4.4133  0.000
H  2.1382  -3.9685  2.9013  0.000
H  0.6000  -2.0596  2.2568  0.000
H  -0.2513  -2.2452  3.8188  0.000
H  -1.3474  -2.6030  0.8580  -0.001
H  -2.1001  -2.1208  2.4470  0.000
H  -2.9776  -4.3348  0.7040  0.000
H  -3.8983  -3.3527  1.8215  0.000
H  -2.8713  -5.9150  2.4136  0.000
H  -3.4605  -4.8340  3.6330  0.000
H  -0.7474  -5.4350  3.7381  0.000
H  -1.4721  -3.9863  4.3174  0.000
H  0.6659  -3.9384  0.7809  0.000
H  -0.8101  -5.0584  0.7761  0.000
H  0.5945  -5.2607  1.9185  0.000
O  -1.1904  0.0325  -2.0804  0.562
C  -0.9502  0.3888  -0.7616  0.049
C  0.2762  -0.2318  -0.0061  0.017
O  0.7045  -1.5209  -0.3531  0.044
H  -1.8173  0.1115  -0.1486  0.002
H  -0.7972  1.4709  -0.6753  0.031
H  -0.0236  -0.2078  1.0503  0.000
H  1.1020  0.4821  -0.1204  0.001
O  -7.7868  0.8013  -1.9800  0.000
C  -6.6663  1.0716  -1.6653  0.000
O  -5.7745  0.1877  -1.1914  0.000
C  -4.5772  0.8614  -0.7518  0.000
C  -4.5536  2.1219  -1.6089  0.000
C  -6.0131  2.4310  -1.8716  0.000
H  -3.7540  0.1852  -0.9761  0.000
H  -4.6560  1.0059  0.3282  0.000
H  -4.0338  1.8604  -2.5360  0.000
H  -3.9846  2.9607  -1.2034  0.000
H  -6.2584  2.8716  -2.8293  0.000
H  -6.3990  3.0352  -1.0440  0.000
O  1.8703  -0.6898  -2.8752  -0.003
C  2.5857  0.2661  -3.1296  0.000
O  3.0607  0.4675  -4.3421  0.000
C  3.9001  1.6182  -4.3665  0.000
C  4.2504  1.8984  -2.9002  0.000
C  3.0047  1.3515  -2.2043  0.000
H  3.3740  2.4800  -4.7870  0.000
H  4.7884  1.4997  -4.9834  0.000
H  4.4758  2.9375  -2.6668  0.000
H  5.1377  1.3550  -2.5684  0.000
H  2.1360  2.0238  -2.1904  0.000
H  3.0525  1.0213  -1.1692  0.000
O  3.4844  6.5298  -1.7896  0.000
C  2.4719  5.9901  -1.4517  0.000
O  2.3601  4.6439  -1.4906  0.000
C  1.1869  4.2249  -0.7850  0.000
C  0.3358  5.4763  -0.5547  0.000
C  1.2059  6.6514  -0.9862  0.000
H  1.5258  3.7513  0.1431  0.000
H  0.6146  3.4398  -1.2797  0.001
H  -0.0673  5.5240  0.4551  0.000
H  -0.4987  5.4512  -1.2556  0.000
H  1.3170  7.4517  -0.2640  0.000
H  0.7622  7.0511  -1.8999  0.000
C  -1.8483  3.5933  -3.5547  0.001
Cl  -3.1564  4.3215  -4.4747  0.000
Cl  -0.2799  4.3964  -3.8393  0.000
H  -2.1058  3.6068  -2.4998  0.000
H  -1.7898  2.5527  -3.8610  0.001
C  3.6249  -1.9593  0.2412  0.000
Cl  3.8278  -3.5297  1.0156  0.000
Cl  5.1140  -1.4512  -0.6000  0.000
H  2.8189  -1.9515  -0.4852  0.000
H  3.4188  -1.2482  1.0334  0.000

Output
- HOMO energy (spin up / spin down) (eV) = -11.600 / -11.524
- spin multiplicity = 2
- expectation value of S² = 0.7681
- net charge = +1
- orbital gap (spin up / spin down) (eV) = 8.045 / 6.102
- E (hartree) = -5117.7641